No. 1
Entry from the Open Molecules 2025 dataset: an isolated ion of composition H3S3 and charge -1 at a distorted geometry (wB97M-V/def2-TZVPD).

Geometry as XYZ:
```
6
Properties=species:S:1:pos:R:3:forces:R:3:mulliken_charge:R:1
H -1.97615 1.26566 -1.67147 0.0748 -0.4997 -0.4318 0.07
H 2.56522 -0.68379 0.78833 -0.0537 -0.2396 -0.1529 0.04
H -0.46810 -0.56053 1.15099 -0.8071 0.0820 0.2033 0.14
S -1.79992 1.50375 -0.38453 -0.7584 0.7907 1.1659 -0.47
S 1.82611 -1.57895 0.09679 0.3329 0.0265 0.4405 -0.67
S -0.14715 0.05385 0.01989 1.2114 -0.1599 -1.2250 -0.11
```
Positions in Å, forces in eV/Å.

Values from the calculation:
HOMO level   -3.04 eV
Total energy   -32555.2291 eV
Total charge   -1
Relative energy (zero: lowest compared OMol25 entry of this formula, charge and spin)   58.8 kJ/mol
F_max   1.73 eV/A

=====

No. 2
Entry from the Open Molecules 2025 dataset: a 8-piece molecular cluster, C28H56Br4O6 overall at a distorted geometry (wB97M-V/def2-TZVPD).

Geometry as XYZ:
```
94
Properties=species:S:1:pos:R:3:forces:R:3:mulliken_charge:R:1
H -3.16931 -0.10797 -1.92206 0.2689 -0.6901 -0.0248 0.31
C -1.84178 -2.48455 2.64842 1.1774 -0.3088 0.9248 -0.24
H -0.37212 -2.85812 -2.69458 -0.3935 0.0275 0.3932 0.26
H -3.11636 -2.19912 4.41940 0.0634 -0.1242 -0.6492 0.00
C -2.57509 -1.04190 -1.87632 0.1483 -0.7903 1.5803 -0.31
C 4.22123 -2.99998 -1.68735 -1.5891 0.2001 0.4558 -0.55
H 3.21073 -2.61843 1.32060 0.0169 0.2759 -0.2341 -0.29
H 3.43929 4.69094 -1.02241 -1.8043 0.6570 -0.5238 0.24
C 2.82118 -3.54937 -1.74928 -0.4887 -1.5819 0.0299 -0.58
H 4.86765 -3.74040 -2.13079 0.8969 0.1591 0.3484 0.39
H 1.45447 -4.43098 6.80783 -0.1347 -0.0505 0.1659 0.32
C -3.54243 -4.06835 3.33263 -0.1195 -0.4204 0.0598 -0.53
H -3.11752 -1.84762 -1.33977 -0.2578 0.6175 -0.4622 0.07
H 1.94208 1.59550 1.41062 -0.0897 0.1740 0.1912 0.39
H -6.23699 -0.62266 2.88269 0.2308 0.3533 0.2369 0.50
H 2.82684 7.18808 -1.37295 0.3583 0.2008 0.6110 0.47
H -0.46888 1.99949 -4.00489 0.1675 -0.5789 0.8327 0.17
H -2.59258 5.48454 -2.73547 -0.1908 -0.2905 -0.3431 0.35
C -4.43502 0.43832 2.17975 -0.4202 -1.4715 -0.8226 -0.27
C -3.34812 -3.86464 1.81535 -1.5459 1.3587 0.0357 -0.71
C 2.36515 5.00190 -1.39344 2.7485 0.2896 -0.6533 -0.34
H -4.68558 -1.43995 3.03253 -0.0051 -0.0712 0.3361 -0.38
H 1.26652 0.76568 -0.92405 0.7075 0.6053 0.5857 -0.19
C 3.20145 -2.28440 0.27421 -0.1364 0.5191 0.0061 0.62
C 1.71392 -3.57914 3.72243 0.2986 -0.1515 0.5350 0.29
C 2.57076 -2.41027 4.30415 -2.0752 -0.9806 0.8313 -0.57
H 4.24302 -2.05427 -2.19070 0.4242 0.6502 -0.6640 0.26
H 2.36806 -3.30688 -2.70378 -0.3329 -0.0849 -0.1298 0.31
H 0.05504 -1.66040 -3.81379 0.3883 0.3404 -1.1254 0.47
H 1.23325 -2.15533 5.99594 -0.0667 0.0245 -0.0762 0.24
H 1.98643 4.62405 -4.57237 -0.0394 -0.0420 0.7085 0.23
C -2.25072 4.79242 -3.51574 0.7944 -0.6492 0.1475 -0.57
H 2.91071 -4.67509 -1.67065 -0.4209 1.1555 0.0022 0.30
H -3.17966 -5.05018 3.65045 -0.3207 -0.0392 -0.1865 0.35
H 1.48971 2.41364 -1.47603 0.5782 0.0189 -0.2541 -0.15
H -1.65765 3.31112 -2.08368 0.8351 -0.1725 0.9301 0.04
H 3.09453 -4.41839 6.13878 1.0128 -1.0872 0.3075 0.33
H 2.87337 -2.22913 6.50797 0.9092 0.6374 0.6181 0.44
H -2.79135 4.84305 -4.45120 -0.9616 0.0478 0.1665 0.30
C 2.61779 4.74684 -3.67552 -0.0746 1.3946 0.0141 -0.56
O 2.00887 4.20708 -2.51117 -0.5918 -0.1038 0.1360 -0.24
C 2.96423 6.23564 -3.34151 -0.6920 -0.3411 0.7660 -0.57
H -2.92458 2.68724 -3.05871 -1.0407 -0.0813 0.1711 0.41
H 1.22730 6.74484 -1.98198 1.1066 -0.3566 -0.1692 0.22
O 4.38936 -2.77550 -0.31237 1.7763 -0.1520 0.8819 -0.52
H -1.18432 0.13458 -0.60895 -0.2884 0.2087 0.3214 -0.04
O -0.39050 3.84814 -4.69804 -0.7555 2.1288 0.8776 -0.48
C -0.59619 -1.82095 -2.99318 0.3517 -0.2955 0.5615 -0.59
Br -5.23325 2.16369 1.86838 -0.1064 0.0204 0.0290 -0.16
H -2.61649 -4.49066 1.36484 0.7217 -0.9002 -0.1104 0.39
H 2.08801 3.24984 0.85837 0.4903 0.8466 -0.1458 0.43
C 2.30978 6.42665 -1.92046 -0.2108 -0.1996 -1.3975 -0.64
H -4.58171 -3.93744 3.71659 0.6871 -0.1055 -0.6075 0.21
H 1.33607 -2.21432 -0.91658 0.4509 0.1884 0.2078 -0.90
H 3.15217 -1.15424 0.22517 0.1360 -1.1225 0.0884 -0.19
C -5.18443 -0.48083 3.14985 0.3045 0.2473 -0.2871 0.02
C -1.17122 2.79128 -4.19626 -0.0620 -0.3719 -0.1411 -0.31
C 2.08887 -4.11240 5.99118 -0.1332 0.6915 -0.8438 -0.43
H 1.66845 4.90775 -0.61959 -1.0920 -0.7381 1.1793 0.25
C -2.59269 -3.02339 3.90000 0.3598 0.7601 0.4128 -0.28
H -0.97608 -3.09349 2.24392 -0.9508 -0.0620 0.7067 -0.15
H -1.32867 -1.52771 2.86635 -1.0013 0.1186 -0.5390 0.57
C 2.08854 -2.91987 -0.53742 -1.8701 -0.9322 -0.5577 0.96
H -1.05906 -1.55939 -0.30670 -0.2413 -1.3997 1.1201 0.24
C -2.05747 -1.53710 -3.23020 0.2748 2.0487 -0.0006 -0.62
C -2.06150 3.31315 -3.06262 0.1481 0.6774 -1.3642 -0.31
H -4.25677 -3.91555 1.21079 0.0007 -0.1055 0.1817 0.30
H -4.42296 -0.15280 1.20323 0.0177 1.0367 1.1166 0.13
C 1.60577 2.32613 0.67773 -0.1499 -2.2302 -0.5437 -0.64
H 1.44033 -3.68064 0.00106 1.1189 0.6526 -0.3176 0.17
H -3.40981 0.61234 2.47891 0.0874 -0.0168 0.1346 0.31
H -2.14653 -0.67124 -3.91693 0.0488 -0.7190 -0.0295 0.10
H -2.00665 -3.42934 4.70491 0.7720 -0.3260 0.0593 0.41
H -2.59470 -2.36566 -3.57719 -0.8105 -1.1182 -0.7352 0.43
H -0.10543 5.31440 -3.21146 -0.2330 -0.0431 0.1863 -0.19
O 1.58868 -4.59297 4.76467 -0.3310 0.1318 -0.8265 -0.50
C 2.19620 -2.63758 5.80573 -0.9247 1.5139 -0.6031 -0.76
O -2.87489 -2.50744 1.68970 0.1496 0.1936 -0.3483 -0.25
H -1.83220 2.37056 -4.96863 -0.0308 0.3451 -0.1947 0.32
H -0.79963 5.81405 -4.72182 0.0205 2.1912 -1.7926 0.44
Br -0.29192 2.60006 1.01483 -0.0195 0.0510 -0.1284 -0.20
H 4.05824 6.41285 -3.34319 -0.6554 -0.0915 0.1723 0.33
H 3.57125 -2.60330 4.11105 2.1063 -0.6177 -0.0816 0.37
H 0.72042 -3.25598 3.43292 -0.2253 0.1322 0.0632 -0.42
C -1.28091 -0.85141 -1.04661 0.4906 1.9457 -1.7725 -0.03
C 1.83356 1.70941 -0.72428 -0.8419 0.0698 0.4364 0.64
C -0.85371 5.11539 -3.98046 1.2755 -3.2613 0.5143 -0.26
Br -5.06246 0.01952 5.06007 -0.0749 -0.1072 -0.8216 -0.19
H 2.49413 6.91252 -4.02635 -0.0480 0.3964 -0.5665 0.27
H 2.42898 -1.39756 3.89470 -0.6603 -0.4489 0.2877 0.32
H 2.15005 -4.11455 2.88936 0.2690 0.1991 -0.3639 0.36
Br 3.76655 1.34327 -0.89984 -0.7042 0.2789 -0.1432 -0.16
O -0.20804 -0.88636 -2.00765 -0.0154 -0.0731 0.2226 -0.34
H 3.53694 4.25123 -3.84111 1.0390 -0.8758 -0.3071 0.36
```
Positions in Å, forces in eV/Å.

Values from the calculation:
HOMO level   -9.28 eV
Total energy   -322394.9644 eV
Relative energy (zero: lowest compared OMol25 entry of this formula, charge and spin)   286.6 kJ/mol
SMILES   C1CCOC1.C1CCOC1.C1CCOC1.C1CCOC1.C1CCOC1.C1CCOC1.BrCCBr.BrCCBr
F_max   3.54 eV/A

=====

No. 3
Entry from the Open Molecules 2025 dataset: one molecule with the formula C3H8N2OS at a distorted geometry (wB97M-V/def2-TZVPD).

Geometry as XYZ:
```
15
Properties=species:S:1:pos:R:3:forces:R:3:mulliken_charge:R:1
S -0.80360 1.77563 1.94473 -0.0614 -0.2260 -0.1326 -0.22
H -0.10990 -0.94179 0.88658 -0.0887 0.0199 -0.0397 0.28
C -0.36234 -0.26829 0.05082 0.0804 -0.8154 1.3301 0.08
N 1.69824 -1.28200 -0.78998 -0.6405 -0.0541 -0.2350 -0.39
H 1.14268 1.13177 0.76645 0.2882 0.2663 -0.5533 0.39
O 0.42563 -0.07699 -2.18193 -0.5191 -0.5793 -0.3062 -0.61
H -2.27697 0.26058 0.39743 -0.0408 -0.0916 0.0105 0.28
H -0.55817 0.70517 2.71649 -0.0024 0.0751 0.0771 0.13
C 0.09779 1.14217 0.48592 -0.8543 -0.5107 0.3859 -0.84
H 1.79461 -1.79160 0.06829 0.2444 -0.1258 -0.1325 0.21
H -0.21021 1.78943 -0.32438 0.5983 0.4960 -0.1728 0.36
C 0.53941 -0.64818 -1.11171 0.6106 1.7823 0.0537 0.40
H 2.37005 -1.28457 -1.54192 0.1920 -0.3748 0.3135 0.24
H -1.96479 -0.11773 -1.16524 -0.0215 -0.0311 0.0988 0.29
N -1.78242 -0.39361 -0.20156 0.2147 0.1690 -0.6975 -0.60
```
Positions in Å, forces in eV/Å.

Values from the calculation:
HOMO level   -9.40 eV
Total energy   -19104.0007 eV
Relative energy (zero: lowest compared OMol25 entry of this formula, charge and spin)   48.4 kJ/mol
SMILES   NC(=O)[C@H](N)CS
F_max   1.88 eV/A

=====

No. 4
Entry from the Open Molecules 2025 dataset: one molecule with the formula C2H5NO3 at a distorted geometry (wB97M-V/def2-TZVPD).

Geometry as XYZ:
```
11
Properties=species:S:1:pos:R:3:forces:R:3:mulliken_charge:R:1
N -1.84066 -0.52627 0.56422 0.0221 -0.3806 0.0871 -0.53
C -0.86090 0.18745 -0.15750 -0.4974 3.6145 -2.9409 -0.27
H -1.08545 1.32839 -0.49590 0.2593 -1.3845 2.1496 0.23
C 1.47227 -0.04278 -0.18603 0.1239 0.3074 -0.0466 0.69
H -0.77371 0.00250 -1.24536 0.2343 -1.8602 0.7724 0.35
H -1.94875 -0.19216 1.51441 -0.0928 0.1190 -0.1897 0.22
O 0.36703 0.14429 0.53487 0.1730 -0.2536 0.1538 -0.29
O 1.54382 -0.13212 -1.37779 -0.0598 -0.1117 -0.3570 -0.54
H -2.72907 -0.55566 0.08395 0.0726 0.0126 0.0736 0.22
H 3.33398 -0.15780 0.12404 -0.3222 -0.0021 -0.1145 0.36
O 2.52144 -0.05584 0.64110 0.0870 -0.0609 0.4122 -0.44
```
Positions in Å, forces in eV/Å.

Values from the calculation:
HOMO level   -9.50 eV
Total energy   -9787.4189 eV
Relative energy (zero: lowest compared OMol25 entry of this formula, charge and spin)   74.3 kJ/mol
SMILES   NCOC(=O)O
F_max   4.69 eV/A

=====

No. 5
Entry from the Open Molecules 2025 dataset: one molecule with the formula C5H4O2 at a distorted geometry (wB97M-V/def2-TZVPD).

Geometry as XYZ:
```
11
Properties=species:S:1:pos:R:3:forces:R:3:mulliken_charge:R:1
H -1.20533 0.26744 1.94346 0.0587 -0.0302 -0.1281 0.34
H 1.54074 1.60803 -1.11960 -0.1286 -0.0910 0.0735 0.27
O 1.17462 -2.10120 -0.97800 -0.8419 0.8732 0.3289 -0.24
O -1.87200 -1.91691 0.19738 0.4441 0.4789 0.0345 -0.51
C 0.62926 1.10116 -0.81324 -0.0394 0.0704 0.1000 -0.94
C 0.38140 -1.34123 -0.66689 0.8943 -0.8803 -0.3541 0.26
C -0.74104 0.12526 0.97295 0.0066 -0.0697 -0.0827 -0.53
H -0.07852 0.86240 -1.60056 0.0803 0.0042 0.1312 0.38
C -1.07123 -1.03648 0.31484 -0.4505 -0.2277 0.1495 0.59
C 0.30881 0.97058 0.50140 0.0656 -0.0711 -0.1436 0.06
H 0.93328 1.46096 1.24825 -0.0892 -0.0568 -0.1093 0.32
```
Positions in Å, forces in eV/Å.

Values from the calculation:
HOMO level   -8.42 eV
Total energy   -9341.8248 eV
Relative energy (zero: lowest compared OMol25 entry of this formula, charge and spin)   227.4 kJ/mol
F_max   1.30 eV/A

=====

No. 6
Entry from the Open Molecules 2025 dataset: one molecule with the formula C5H9NO4 (wB97M-V/def2-TZVPD).

Geometry as XYZ:
```
19
Properties=species:S:1:pos:R:3:forces:R:3:mulliken_charge:R:1
H -2.68338 -0.01127 -1.18808 0.0680 -0.0499 -0.0051 0.29
O 0.19489 1.95243 -0.70539 0.0032 -0.2520 0.1132 -0.57
H 0.92918 -0.11369 -1.81404 -0.0560 0.0178 0.0319 0.45
C 0.64009 -0.36994 -0.78862 0.0563 0.0243 0.0313 0.22
C 1.47381 -1.52397 -0.25036 -0.0694 0.0678 -0.0175 -1.57
H -1.19808 -1.49898 -0.18464 -0.0202 0.0190 0.0445 0.35
C -0.61601 0.66709 1.35818 0.3361 0.2370 -0.2028 0.34
H 0.13356 2.72772 -0.13030 0.0276 -0.0761 0.0158 0.38
O -1.38570 1.55991 1.61984 0.0511 -0.2225 0.0423 -0.61
H -1.36768 1.01089 -1.68454 0.0605 -0.0511 -0.0157 0.29
C -0.82223 -0.62732 -0.71040 -0.1372 0.2955 -0.3927 -0.33
O 1.78858 1.12472 0.76697 -0.2115 -0.1062 -0.1953 -0.77
H -0.85282 -0.15318 3.06224 0.0187 0.0224 -0.1311 0.31
H 1.17713 -1.76669 0.77032 -0.0038 0.0154 -0.0173 0.29
O -0.38409 -0.35544 2.23164 -0.1091 0.1169 0.0216 -0.40
C 0.77105 0.90291 0.09490 -0.2962 0.0447 0.2720 0.69
H 2.51795 -1.21878 -0.22205 -0.0423 0.0073 -0.0044 0.34
H 1.37676 -2.41215 -0.87930 -0.0005 0.0329 0.0196 0.44
N -1.69301 0.10574 -1.34637 0.3247 -0.1433 0.3895 -0.16
```
Positions in Å, forces in eV/Å.

Values from the calculation:
HOMO level   -7.76 eV
Total energy   -15009.0077 eV
Relative energy (zero: lowest compared OMol25 entry of this formula, charge and spin)   312.3 kJ/mol
F_max   0.53 eV/A

=====

No. 7
Entry from the Open Molecules 2025 dataset: C2H6BNO4 as an isolated structure at a distorted geometry (wB97M-V/def2-TZVPD).

Geometry as XYZ:
```
14
Properties=species:S:1:pos:R:3:forces:R:3:mulliken_charge:R:1
C -0.31908 -0.24781 -0.34573 2.2312 0.3828 -2.8403 0.23
O 0.68789 2.05885 -0.43021 1.7594 4.0289 0.3192 -0.54
H 2.48458 1.29236 1.10852 -0.7228 -0.7322 -0.2936 0.26
H -0.49721 0.13659 -1.68616 0.7502 -1.0397 1.3334 0.02
H 0.55683 -2.02641 -1.07878 -0.1865 0.3903 0.6811 0.29
O 1.87017 0.55348 0.91779 0.0939 -0.3675 0.2237 -0.62
N 0.13945 -1.69082 -0.19888 1.0258 2.4431 1.8073 -0.72
H -1.80502 -1.98382 0.51398 1.5156 0.4098 -0.5855 0.40
O -2.25500 -1.13840 0.48285 -4.2968 -0.4511 0.8856 -0.47
C -1.68104 -0.00737 0.11135 6.0388 -8.3537 2.3074 0.08
H 0.88220 -1.59107 0.60140 -1.5647 -0.8620 -2.2397 0.27
H 1.38899 2.80044 -0.11216 -2.5984 -2.8650 -1.1140 0.30
O -2.24711 1.00971 0.02539 -4.4045 7.4087 -1.0129 -0.24
B 0.79432 0.83428 0.09064 0.3587 -0.3924 0.5284 0.72
```
Positions in Å, forces in eV/Å.

Values from the calculation:
HOMO level (spin up / spin down)   -4.61 / -10.34 eV
Total energy   -12523.7396 eV
2S+1   3
⟨S²⟩   2.01
F_max   10.56 eV/A

=====

No. 8
Entry from the Open Molecules 2025 dataset: one molecule with the formula C6H6O2 at a distorted geometry (wB97M-V/def2-TZVPD).

Geometry as XYZ:
```
14
Properties=species:S:1:pos:R:3:forces:R:3:mulliken_charge:R:1
H -2.73597 -0.05882 -0.61916 0.1329 0.2911 -0.2468 0.43
H 1.75296 1.08477 -1.25611 0.0218 0.9557 0.1321 0.38
C 0.37885 0.88784 0.69277 -0.2511 1.5522 0.3249 0.17
C -1.72901 0.04125 -0.24822 1.6623 -2.7655 0.3966 -0.28
H 0.39920 -2.21986 0.81538 -0.4902 0.0167 0.3457 0.40
C 0.14762 -1.21795 0.46472 2.3877 -2.1611 0.2757 0.20
O -1.15286 -1.26946 -0.02120 -1.5936 1.7193 -0.3992 -0.39
H 1.69561 -1.50371 -1.29989 -0.6064 1.0170 0.7267 0.35
H 0.66901 1.70615 1.41536 -0.2077 -0.5805 -1.3275 0.43
H -1.23443 2.03029 -0.34663 -0.4017 1.0175 0.0162 0.39
C 1.22288 0.51651 -0.52055 1.5794 0.3210 0.5571 -0.59
C -0.94946 1.07323 -0.00240 -0.6495 0.6791 0.5854 -0.59
C 1.23761 -0.78748 -0.56858 -1.5144 -2.1614 -0.4284 -0.41
O 0.29798 -0.28277 1.49450 -0.0695 0.0991 -0.9585 -0.49
```
Positions in Å, forces in eV/Å.

Values from the calculation:
HOMO level   -8.79 eV
Total energy   -10411.4600 eV
Relative energy (zero: lowest compared OMol25 entry of this formula, charge and spin)   188.1 kJ/mol
SMILES   C1=C[C@@H]2C=C[C@H](O1)O2
F_max   3.25 eV/A